# 1
Computed, not measured: a cluster of 3 separate species, C3H11O2S in total at a distorted geometry, with wB97M-V/def2-TZVPD.

```
17
Properties=species:S:1:pos:R:3
H 1.766 2.458 -1.482
H 0.945 -1.897 0.710
S -0.770 1.258 0.840
H -0.101 -0.680 0.323
H -0.907 2.339 -1.348
H -0.109 -3.531 2.565
C -0.158 2.223 -0.590
H 1.835 0.240 -2.812
H 0.755 -0.369 -1.683
C 1.086 1.648 -1.219
H 1.524 1.093 -0.354
H -0.670 -3.444 1.219
C 0.909 0.547 -2.308
O 0.087 -1.772 0.299
H -0.012 0.463 -2.927
H 0.108 3.244 -0.207
O -0.568 -4.117 1.923
```

## Properties
- Multiplicity: 1
- Molar mass: 111.2 g/mol
- Calculated total energy: -18220.432 eV
- Gap between HOMO and LUMO: 6.90 eV
- Energy above the lowest of the compared OMol25 structures with the same formula, charge and spin: 0.8809 eV
- Total charge: -1

---

# 2
Computed, not measured: a structure of composition C35H39GeN6O5RhS3, with wB97M-V/def2-TZVPD.

```
90
Properties=species:S:1:pos:R:3
H -1.083 1.948 3.967
H -0.927 4.678 3.987
Ge 1.532 0.118 -1.071
H 3.160 -3.476 2.655
C 3.287 -0.577 -1.555
H -4.683 -1.413 -5.610
O 1.104 -2.197 -2.960
C -0.666 -4.597 -0.702
H -0.944 1.884 -1.239
H -1.767 5.923 1.928
H -1.746 6.956 3.363
C 0.890 1.979 1.134
H -3.273 6.279 2.787
N -2.727 0.279 2.462
H 0.054 -1.542 2.523
C -0.449 1.939 -2.202
N -1.099 -3.501 -1.444
C 4.907 -2.341 -1.893
C -0.429 2.761 -4.460
H 6.881 -1.720 -2.456
H -0.815 -0.940 3.933
H -4.247 -0.591 -4.094
O -5.518 0.869 2.352
C 2.370 -3.759 1.975
H 1.138 -4.266 -2.918
C -1.020 2.708 -3.204
C 4.279 0.359 -1.852
C -2.957 0.813 3.804
C -2.157 2.079 4.103
H 0.239 0.146 3.007
C 1.956 -5.093 1.847
H 2.205 0.705 -3.920
C -3.519 0.437 1.345
H 3.560 -0.107 1.085
C -2.852 -0.096 0.295
H 2.082 -3.451 -4.239
N 0.763 -3.035 0.355
O -4.103 3.501 3.085
C -2.209 6.082 2.910
C 2.854 0.632 1.448
C 0.950 -5.390 0.971
H -4.020 1.011 3.894
H -3.189 -0.174 -0.722
C 0.729 1.226 -2.442
C 1.746 0.980 0.668
H 0.493 3.418 2.651
N -1.656 -0.596 0.732
C 1.749 -2.785 1.215
H 2.444 2.758 4.048
H 0.019 2.285 0.572
C -1.602 -0.344 2.034
H 0.322 -3.454 -4.273
N -2.084 -3.689 -2.287
C -3.902 -1.277 -4.865
C -2.422 -2.581 -2.966
C -0.469 -0.683 2.932
C 1.150 2.619 2.338
H 5.151 -3.395 -1.898
H -2.498 4.968 4.765
H -0.874 3.361 -5.242
C 3.096 1.253 2.666
C 1.305 1.272 -3.711
H -1.930 3.259 -3.005
C 0.730 2.040 -4.713
H 2.047 -1.750 1.306
H -2.361 2.378 5.132
Rh -0.275 -1.757 -0.972
H 4.052 1.420 -1.833
H 6.320 0.689 -2.416
C 3.620 -1.930 -1.571
C 2.244 2.253 3.111
H 1.188 2.076 -5.693
H 0.600 -6.404 0.836
H -3.006 -0.883 -5.342
O -2.019 3.223 1.758
H -1.111 -5.565 -0.885
C 5.565 -0.049 -2.180
H 3.962 0.973 3.252
C 0.346 -4.355 0.209
S -3.613 -2.908 -4.174
S -1.734 -1.045 -2.683
H -2.694 0.045 4.531
C 5.879 -1.401 -2.202
N -4.873 0.920 1.323
S -2.669 3.422 3.033
O -5.288 1.285 0.244
H 2.877 -2.675 -1.316
C 1.196 -3.411 -3.599
H 2.426 -5.872 2.430
C -1.986 4.870 3.807
```

## Properties
- Multiplicity: 6
- Molar mass: 895.5 g/mol
- Calculated total energy: -148123.240 eV
- Gap between HOMO and LUMO (alpha / beta): 6.82 / 5.62 eV
- Energy above the lowest of the compared OMol25 structures with the same formula, charge and spin: 2.1094 eV
- Total charge: +1

---

# 3
Computed, not measured: the molecule C2H3NO2 at a distorted geometry, with wB97M-V/def2-TZVPD.

```
8
Properties=species:S:1:pos:R:3
C 0.330 0.060 -0.567
O 1.027 0.120 -1.563
C -0.011 1.170 0.513
H -0.964 0.914 1.165
H -0.508 -1.434 0.865
O 0.592 2.209 0.603
N -0.362 -1.108 -0.251
H -0.103 -1.931 -0.764
```

## Properties
- Multiplicity: 1
- Molar mass: 73.1 g/mol
- Calculated total energy: -7706.625 eV
- Gap between HOMO and LUMO: 9.75 eV
- Structure (SMILES): NC(=O)C=O
- Energy above the lowest of the compared OMol25 structures with the same formula, charge and spin: 1.2179 eV

---

> Among the records above, which one has the highest calculated total energy?

C2H3NO2